Entry 1:
{
  "formula": "C3H11N2",
  "method": "wB97M-V/def2-TZVPD",
  "elements": ["C", "C", "H", "H", "H", "H", "H", "H", "N", "C", "N", "H", "H", "H", "H", "H"],
  "positions_angstrom": [[1.216612, 0.205524, -1.319541], [1.001350, 1.686370, -1.632606], [1.291816, 0.079457, -0.239017], [2.065845, -0.213428, -1.845508], [0.423449, -0.462167, -1.682355], [1.914124, 2.233770, -1.835157], [0.316024, 1.817846, -2.468774], [0.424669, 2.148509, -0.831843], [-1.127169, -1.533783, 0.489869], [-1.116585, -0.515274, 1.295542], [-1.160664, -0.584926, 2.627588], [-1.494371, -2.429140, 0.788300], [-0.834181, -1.401456, -0.471934], [-0.836180, 0.450610, 0.882333], [-1.689842, -1.305900, 3.097948], [-0.394902, -0.176013, 3.145151]],
  "forces_ev_per_a": [[-0.19, -0.10, -0.18], [-1.18, -0.28, -0.21], [0.48, -0.31, -0.05], [0.48, 0.08, 0.31], [-0.36, 0.39, 0.01], [0.07, 0.02, 0.19], [0.33, -0.07, -0.41], [0.38, 0.27, 0.29], [-1.14, 0.19, -0.04], [1.97, 0.06, 0.63], [-0.94, -0.33, -0.34], [0.37, -0.16, -0.09], [-0.46, 0.02, -0.06], [0.27, -0.18, -0.12], [0.39, -0.30, -0.02], [-0.47, 0.70, 0.09]],
  "mulliken_charge": [-0.63, -0.82, 0.26, 0.35, 0.02, 0.30, 0.29, 0.23, -0.20, 0.17, -0.36, 0.26, 0.22, 0.40, 0.25, 0.26],
  "charge": 1,
  "homo_ev": -15.318,
  "energy_ev": -6262.5599
}

=====

Entry 2:
{
  "formula": "C33H37N7O3Ti",
  "method": "wB97M-V/def2-TZVPD",
  "elements": ["Ti", "C", "C", "C", "C", "C", "C", "C", "C", "N", "C", "O", "C", "C", "C", "C", "C", "N", "C", "O", "N", "C", "C", "C", "C", "C", "C", "C", "C", "H", "H", "H", "H", "H", "H", "H", "H", "H", "H", "H", "H", "H", "H", "H", "H", "H", "H", "H", "H", "H", "N", "C", "C", "N", "C", "C", "N", "C", "C", "N", "H", "H", "H", "H", "H", "H", "C", "C", "O", "C", "C", "H", "H", "H", "H", "H", "H", "H", "H", "H", "H"],
  "positions_angstrom": [[0.160272, 0.512733, 0.090356], [4.091194, -0.744711, 1.300249], [3.807695, -1.141739, -0.126811], [4.523067, -2.200648, -0.676889], [4.317784, -2.605959, -1.984941], [3.372977, -1.958389, -2.764999], [2.632751, -0.902268, -2.248492], [1.595321, -0.221057, -3.095746], [2.866444, -0.496607, -0.934964], [2.083252, 0.606368, -0.406048], [2.887166, 1.720011, -0.085808], [4.061490, 1.835161, -0.282014], [2.074565, 2.791010, 0.538501], [2.532119, 4.025096, 0.945313], [1.592676, 4.973850, 1.331021], [0.235405, 4.684283, 1.215058], [-0.120306, 3.426290, 0.787012], [0.784587, 2.484649, 0.528359], [-1.467053, 2.996978, 0.329491], [-2.418975, 3.720702, 0.315695], [-1.405934, 1.683899, -0.158615], [-2.506797, 1.333009, -1.033741], [-2.249008, 1.324751, -2.413411], [-1.006077, 1.919464, -3.030565], [-3.260575, 0.901125, -3.272012], [-4.511745, 0.572176, -2.783348], [-4.783286, 0.725463, -1.431269], [-3.799546, 1.123760, -0.535640], [-4.209798, 1.416376, 0.882793], [4.286082, -1.628584, 1.910379], [3.272906, -0.183148, 1.753197], [4.975460, -0.108984, 1.353134], [5.264784, -2.704773, -0.066286], [4.895499, -3.423190, -2.398200], [3.208571, -2.270197, -3.790783], [1.512010, -0.695861, -4.072240], [1.822655, 0.833236, -3.248900], [0.592272, -0.271771, -2.654427], [3.593927, 4.228789, 0.919638], [1.912933, 5.953911, 1.659414], [-0.537478, 5.418853, 1.400962], [-0.144007, 1.955058, -2.373712], [-1.215757, 2.952486, -3.317257], [-0.717280, 1.386561, -3.934660], [-3.070216, 0.872913, -4.339352], [-5.293499, 0.252858, -3.461905], [-5.790079, 0.561191, -1.061195], [-4.926346, 2.238340, 0.875908], [-3.383492, 1.728113, 1.510459], [-4.707226, 0.564122, 1.346978], [1.134887, -0.895403, 3.853272], [0.811108, 0.363102, 4.330460], [0.392492, 1.075490, 3.260703], [0.450550, 0.264834, 2.140773], [0.904003, -0.917867, 2.539121], [1.088068, -1.960420, 1.556514], [0.801009, -1.689945, 0.299485], [1.087825, -2.820336, -0.420687], [1.549076, -3.780242, 0.425026], [1.546316, -3.218484, 1.679752], [1.499699, -1.648256, 4.414271], [0.907453, 0.627175, 5.370392], [0.047416, 2.093958, 3.220917], [0.966734, -2.874408, -1.489699], [1.875381, -4.791478, 0.246200], [1.841485, -3.685095, 2.521993], [-2.130793, -3.211644, -1.018137], [-1.949262, -1.708461, -1.032581], [-1.687044, -1.100342, 0.260119], [-2.594069, -1.583996, 1.275794], [-2.390082, -0.914088, 2.615040], [-2.116355, -3.562639, -2.051600], [-3.092706, -3.501616, -0.596728], [-1.341398, -3.728248, -0.472291], [-2.823219, -1.224411, -1.461965], [-1.094659, -1.435503, -1.658042], [-2.435584, -2.656565, 1.378049], [-3.608669, -1.434317, 0.904816], [-3.297604, -1.023311, 3.209455], [-2.197688, 0.146751, 2.507286], [-1.575727, -1.369944, 3.182608]],
  "forces_ev_per_a": [[-0.33, -0.75, 0.08], [-0.01, 0.05, -0.08], [0.04, 0.01, 0.00], [0.03, 0.00, 0.03], [0.00, -0.02, -0.04], [0.02, -0.04, -0.03], [0.03, 0.08, -0.07], [0.03, -0.04, -0.04], [-0.06, 0.16, 0.09], [0.06, 0.15, -0.03], [-0.20, -0.29, 0.01], [0.28, -0.09, -0.07], [-0.14, -0.07, -0.02], [0.06, 0.11, 0.03], [0.00, 0.04, 0.02], [0.02, 0.12, 0.03], [0.04, -0.13, -0.01], [0.05, 0.29, 0.04], [0.14, -0.24, -0.11], [-0.22, 0.16, -0.02], [0.01, 0.24, -0.16], [0.13, 0.14, 0.06], [-0.01, -0.01, 0.00], [-0.14, -0.03, -0.05], [0.01, -0.01, -0.03], [-0.05, -0.01, -0.01], [-0.06, -0.06, -0.03], [-0.02, -0.03, 0.03], [0.01, -0.09, 0.00], [0.01, 0.01, -0.01], [-0.01, 0.03, -0.01], [0.02, 0.02, -0.02], [-0.03, 0.02, -0.03], [-0.02, 0.03, 0.02], [0.01, 0.02, 0.06], [0.05, 0.00, 0.00], [0.01, 0.04, 0.01], [-0.06, -0.02, 0.07], [-0.01, 0.01, 0.00], [0.00, -0.01, 0.00], [0.02, -0.02, 0.00], [0.17, -0.01, 0.16], [-0.02, 0.00, 0.00], [-0.01, -0.01, -0.02], [-0.01, 0.01, 0.05], [0.04, 0.01, 0.04], [0.05, 0.00, -0.03], [0.03, 0.01, 0.00], [0.05, -0.06, 0.07], [0.00, -0.03, -0.01], [-0.03, 0.10, 0.18], [0.06, -0.14, 0.09], [-0.05, -0.03, -0.16], [0.01, 0.06, -0.06], [0.05, -0.02, -0.03], [-0.01, -0.01, 0.04], [0.03, 0.23, -0.05], [-0.13, 0.04, -0.03], [0.04, -0.04, 0.10], [0.00, -0.16, -0.06], [0.00, -0.04, 0.04], [0.00, -0.03, -0.06], [0.00, -0.01, -0.01], [0.01, 0.00, 0.09], [-0.01, 0.07, 0.03], [0.01, -0.01, 0.01], [-0.04, -0.06, 0.00], [0.02, 0.03, 0.13], [0.17, 0.08, 0.01], [-0.03, -0.01, -0.03], [0.01, -0.06, 0.01], [0.00, 0.01, 0.03], [0.02, 0.01, -0.03], [-0.01, 0.02, -0.02], [-0.11, 0.06, -0.04], [0.08, 0.02, -0.04], [-0.04, -0.06, 0.01], [-0.07, 0.10, -0.01], [0.02, -0.04, -0.02], [-0.04, 0.16, -0.02], [-0.04, 0.04, -0.04]],
  "mulliken_charge": [-1.39, -1.76, 1.68, -1.03, -1.02, -0.76, 0.66, -0.82, -0.65, 1.10, 0.29, -0.55, 0.02, -0.66, -0.74, -0.64, -0.15, 0.78, 0.06, -0.56, 1.66, -0.34, 1.66, -1.51, -1.08, -1.13, -0.74, 1.24, -1.91, 0.46, 0.01, 0.50, 0.53, 0.45, 0.46, 0.49, 0.36, -0.11, 0.62, 0.50, 0.63, -0.02, 0.43, 0.49, 0.51, 0.46, 0.52, 0.45, 0.13, 0.45, 0.16, -1.27, -0.80, 2.76, -1.48, 0.27, 1.37, -0.99, -1.30, 0.02, 0.20, 0.46, 0.49, 0.72, 0.51, 0.23, -1.76, 0.63, 0.63, -0.90, -1.21, 0.45, 0.45, 0.35, 0.05, -0.16, 0.73, 0.49, 0.50, 0.04, 0.31],
  "charge": 2,
  "homo_ev": -13.797,
  "energy_ev": -74500.0584
}